Record 1
ORCA calculation (ωB97M-V/def2-TZVPD) on a molecular structure, C12H17BN6O2Pd in a non-equilibrium geometry.

XYZ file:
```
39
Properties=species:S:1:pos:R:3:forces:R:3
H -0.65167 -2.77281 2.10751 0.1 0.0 -0.1
N 0.44972 -1.77026 0.61504 0.5 -0.7 0.3
B 2.09543 -1.02444 -1.17070 -1.1 0.2 0.5
N 1.56031 -2.05902 -0.13404 -0.8 -0.1 0.8
C 1.99083 -3.29235 0.19483 -0.5 0.5 0.4
Pd -0.59079 0.07473 0.43105 0.3 -0.9 -0.9
H 2.85301 -3.69561 -0.31136 0.0 -0.1 0.1
C 1.16340 -3.78659 1.19759 0.0 0.0 -0.1
H 1.24360 -4.72691 1.70242 0.0 -0.2 0.0
C 0.18668 -2.80283 1.42675 1.2 0.4 -1.1
H 3.06298 -1.41921 -1.73933 0.1 0.0 0.0
C -2.19669 4.27369 1.27698 0.0 -0.3 -0.3
H -3.26731 4.31766 1.04820 0.3 0.0 0.1
H -1.82580 3.26500 1.07871 -0.1 0.0 -0.1
H -1.64725 4.97859 0.64964 -0.1 0.0 0.1
N 2.35243 0.30453 -0.37876 -0.8 0.8 0.9
N 0.89595 -0.76015 -2.13480 -1.0 0.3 0.0
N 1.33373 0.85759 0.37478 0.8 0.8 0.0
N -0.30266 -0.32973 -1.61817 0.5 0.1 -1.2
C 3.42238 1.12075 -0.30069 -0.8 0.2 0.3
C 0.74499 -0.93847 -3.46431 -0.5 0.4 0.5
H 4.33622 0.87287 -0.81352 0.0 0.0 0.0
H 1.56337 -1.31515 -4.05257 0.0 0.0 -0.1
C 3.08030 2.21291 0.49026 0.1 0.1 0.0
C -0.55310 -0.57240 -3.80451 0.2 -0.2 -0.1
C 1.75117 2.02222 0.88998 0.9 -1.3 -1.1
C -1.18651 -0.20891 -2.61257 1.1 -0.2 0.2
H 3.69822 3.04407 0.75406 0.3 0.2 0.0
H -1.00009 -0.56525 -4.77771 0.0 -0.1 -0.2
H 1.08234 2.63414 1.47526 0.1 -0.1 0.0
H -2.19832 0.12404 -2.42275 0.2 -0.1 0.1
H -2.02482 4.47471 2.32619 0.0 0.2 0.2
C -2.91091 -0.07824 2.24978 0.1 0.2 0.4
C -3.30560 -0.73763 0.96436 -0.6 -1.0 -2.1
O -4.43686 -1.15506 0.74846 0.7 0.4 0.7
O -2.35889 -0.83948 0.03095 -1.0 0.6 1.6
H -3.79166 0.09773 2.86634 0.1 0.1 0.0
H -2.41331 0.87398 2.02660 -0.1 0.1 0.2
H -2.20483 -0.69875 2.81004 0.0 0.0 0.0
```
Positions in Å, forces in eV/Å.

* spin multiplicity: 3
* energy relative to the best compared isomer or geometry (same formula, charge and spin): 0.0 kcal per mole
* HOMO (spin up / spin down): -8.264 / -8.982 eV
* strongest force on any atom: 2.424 eV/Å
* orbital gap (spin up / spin down): 8.7442 / 7.8139 eV



Record 2
ORCA calculation (ωB97M-V/def2-TZVPD) on a molecular structure, C12H17BN6O2Ru in a non-equilibrium geometry.

XYZ file:
```
39
Properties=species:S:1:pos:R:3:forces:R:3
H 1.93813 -1.62427 2.10222 -0.2 -0.1 0.1
N 1.37683 -1.50623 0.06220 1.5 -1.5 3.2
B 1.17769 -1.85508 -2.44996 -0.6 1.1 -0.7
N 1.61754 -2.30106 -1.03411 1.2 -2.9 0.7
C 2.26306 -3.41341 -0.64265 -1.4 1.7 -3.1
Ru 0.25961 0.34639 -0.28763 -0.8 1.2 1.4
H 2.55126 -4.13985 -1.38677 0.0 -0.2 0.2
C 2.44200 -3.35677 0.73501 0.6 -0.2 1.6
H 2.90109 -4.10249 1.35578 0.1 -0.2 0.1
C 1.91631 -2.11552 1.14222 -1.2 1.8 -1.7
H 1.51802 -2.65057 -3.26318 0.0 0.0 0.0
C -0.67902 3.49236 -0.14936 0.1 0.0 -0.2
H -0.59639 3.78976 0.89889 0.1 -0.2 -0.2
H -1.73288 3.34897 -0.40258 0.2 -0.2 0.0
H -0.28295 4.30554 -0.77253 0.0 -0.4 0.1
N 1.83085 -0.45762 -2.64412 0.2 0.3 0.1
N -0.35585 -1.58930 -2.47931 -0.4 0.3 0.9
N 1.63210 0.54621 -1.72080 0.6 0.0 -0.6
N -0.89331 -0.67080 -1.58270 -0.1 -0.2 -0.4
C 2.65143 -0.01250 -3.60327 -0.3 -0.1 0.6
C -1.34842 -2.04944 -3.25442 0.4 0.3 0.4
H 2.95273 -0.70212 -4.37848 0.0 0.3 -0.1
H -1.11981 -2.75499 -4.03646 -0.2 -0.1 0.0
C 2.99108 1.30803 -3.32546 0.0 0.3 0.5
C -2.54207 -1.44470 -2.87541 -0.2 0.5 0.3
C 2.37110 1.62083 -2.11089 -0.1 -1.0 -0.6
C -2.22966 -0.57610 -1.82926 1.1 -0.7 -0.5
H 3.59740 1.95198 -3.93664 0.1 0.0 0.1
H -3.51615 -1.57612 -3.31203 0.0 -0.1 -0.1
H 2.42103 2.49912 -1.48143 -0.1 0.0 -0.2
H -2.82405 0.12145 -1.25692 -0.1 -0.2 -0.1
H -0.08648 2.54756 -0.33851 -0.4 1.0 0.1
C -0.62189 1.62456 3.39664 0.0 -0.8 -0.3
C -0.16689 0.99373 2.11879 0.1 1.0 -0.6
O 1.02617 1.14984 1.67024 -1.1 -0.9 -0.8
O -1.01250 0.39599 1.33766 0.7 -0.2 -0.2
H 0.17825 1.46133 4.12786 -0.3 0.4 0.0
H -1.55887 1.13081 3.68537 0.3 0.3 0.2
H -0.79937 2.70029 3.21188 0.2 -0.5 0.2
```
Positions in Å, forces in eV/Å.

* spin multiplicity: 5
* HOMO (spin up / spin down): -15.994 / -16.178 eV
* strongest force on any atom: 3.850 eV/Å
* orbital gap (spin up / spin down): 9.0572 / 4.5564 eV
* net charge: +2



Q: Among the records above, which one has the lowest strongest force on any atom?
A: C12H17BN6O2Pd